[1]
Computed, not measured: a 2-piece molecular cluster, C6H14NO overall in a non-equilibrium geometry, with ωB97M-V/def2-TZVPD.

Summary:
Maximum force, eV/Å: 3.21
Gap between HOMO and LUMO, eV: 6.1
Multiplicity: 1
Highest occupied orbital energy, eV: -3.164
Total charge: -1

Each atom is followed by the atoms it is bonded to, with distances in Å.
Atoms and positions in Å:
1 C 0.45168 1.26202 2.01300  C2 1.532, H9 1.098, H10 1.097, H11 1.103
2 C 0.76848 0.08160 1.08998  C1 1.532, N3 1.448, C6 1.531, H12 1.101
3 N 0.13516 -1.10902 1.61725  C2 1.448
4 C -0.37825 -1.88529 -1.89404  C5 1.560, H15 1.091, H16 1.088, H17 1.090
5 C 0.69234 -0.96592 -1.22917  C4 1.560, C6 1.531, H18 1.104, H19 1.096
6 C 0.09925 0.08539 -0.28692  C2 1.531, C5 1.531, C7 1.605, H20 1.102
7 C 0.03645 1.48466 -1.07003  C6 1.605, O8 1.353, H21 1.116, H22 1.098
8 O -0.44900 1.32998 -2.32313  C7 1.353
9 H -0.62736 1.46673 2.01144  C1 1.098
10 H 0.75391 0.99586 3.03364  C1 1.097
11 H 0.86690 2.21013 1.63205  C1 1.103
12 H 1.85343 -0.07165 0.98302  C2 1.101
13 H -2.33391 0.16970 2.45639  H14 0.744
14 H -2.40255 -0.52936 2.70095  H13 0.744
15 H 0.19006 -2.81031 -2.00646  C4 1.091
16 H -0.58619 -1.54903 -2.90754  C4 1.088
17 H -1.31098 -1.96728 -1.33685  C4 1.090
18 H 1.15785 -0.42875 -2.07399  C5 1.104
19 H 1.43628 -1.57226 -0.70076  C5 1.096
20 H -0.95948 -0.20292 -0.18318  C6 1.102
21 H 1.10817 1.79482 -1.07815  C7 1.116
22 H -0.50224 2.21091 -0.44751  C7 1.098

So, what does the natural (NBO) scheme give us? The charges, in e, come out as: number 1, C, carries -0.62; number 2, C, carries -0.17; number 3, N, carries -0.28; number 4, C, carries -0.60; number 5, C, carries -0.40; number 6, C, carries -0.24; number 7, C, carries 0.01; number 8, O, carries -0.87; number 9, H, carries 0.21; number 10, H, carries 0.20; number 11, H, carries 0.20; number 12, H, carries 0.17; number 13, H, carries -0.01; number 14, H, carries 0.01; number 15, H, carries 0.18; number 16, H, carries 0.21; number 17, H, carries 0.20; number 18, H, carries 0.23; number 19, H, carries 0.19; number 20, H, carries 0.22; number 21, H, carries 0.08; number 22, H, carries 0.10

[2]
Computed, not measured: an isolated ion of composition C6H14NO and charge -2 in a non-equilibrium geometry, with ωB97M-V/def2-TZVPD.

Summary:
Maximum force, eV/Å: 4.03
Gap between HOMO and LUMO (spin up / spin down), eV: 2.3 / 6.5
<S²>: 0.75
Multiplicity: 2
Highest occupied orbital energy (spin up / spin down), eV: 4.018 / -0.300
Total charge: -2

Each atom is followed by the atoms it is bonded to, with distances in Å.
Atoms and positions in Å:
1 C -0.34251 2.25692 0.80555  C2 1.549, H9 1.132, H10 1.091, H11 1.078
2 C 0.15761 0.86932 0.33093  C1 1.549, C3 1.579, N6 1.435, H12 1.117
3 C -1.00043 -0.11482 -0.09889  C2 1.579, C4 1.552, H13 1.098, H14 1.083
4 C -0.38858 -1.08372 -1.14631  C3 1.552, C5 1.521, H15 1.084, H16 1.110
5 C -1.51802 -1.94619 -1.68943  C4 1.521, H17 1.093, H18 1.111, H19 1.092
6 N 0.92151 0.31148 1.40992  C2 1.435, C7 1.596, H20 1.002
7 C 2.42923 -0.07598 1.05842  N6 1.596, O8 1.275, H21 1.183, H22 1.161
8 O 3.05059 0.85852 0.45305  C7 1.275
9 H -1.16413 2.49332 0.06321  C1 1.132
10 H 0.31511 3.08360 0.53375  C1 1.091
11 H -0.88146 2.26565 1.73958  C1 1.078
12 H 0.70522 0.98662 -0.63603  C2 1.117
13 H -1.36370 -0.73259 0.73344  C3 1.098
14 H -1.81022 0.41269 -0.58670  C3 1.083
15 H 0.37416 -1.75652 -0.77017  C4 1.084
16 H 0.07615 -0.39108 -1.87838  C4 1.110
17 H -1.11037 -2.82150 -2.20109  C5 1.093
18 H -2.00678 -2.47079 -0.84112  C5 1.111
19 H -2.32963 -1.38367 -2.15523  C5 1.092
20 H 0.86898 0.75944 2.30473  N6 1.002
21 H 2.21764 -1.08238 0.47301  C7 1.183
22 H 2.79964 -0.43831 2.09778  C7 1.161

So, what does the natural (NBO) scheme give us? The charges, in e, come out as: number 1, C, carries -0.64; number 2, C, carries -0.05; number 3, C, carries -0.43; number 4, C, carries -0.44; number 5, C, carries -1.35; number 6, N, carries -0.75; number 7, C, carries 0.19; number 8, O, carries -0.91; number 9, H, carries 0.17; number 10, H, carries 0.21; number 11, H, carries 0.19; number 12, H, carries 0.19; number 13, H, carries 0.19; number 14, H, carries 0.17; number 15, H, carries 0.19; number 16, H, carries 0.16; number 17, H, carries 0.17; number 18, H, carries 0.17; number 19, H, carries 0.16; number 20, H, carries 0.33; number 21, H, carries 0.04; number 22, H, carries 0.02

[3]
Computed, not measured: an isolated ion of composition C6H14NO and charge +1 in a non-equilibrium geometry, with ωB97M-V/def2-TZVPD.

Summary:
Maximum force, eV/Å: 1.18
Gap between HOMO and LUMO, eV: 10.6
Multiplicity: 1
Highest occupied orbital energy, eV: -14.622
Total charge: +1
SMILES string: CC(C)C[C@H]([NH3+])C=O

Each atom is followed by the atoms it is bonded to, with distances in Å.
Atoms and positions in Å:
1 C -0.44353 2.50533 1.12840  C2 1.523, H9 1.072, H10 1.083, H11 1.089
2 C 0.37572 1.32316 0.62658  C1 1.523, C3 1.546, C4 1.526, H12 1.090
3 C 1.47159 0.88876 1.62740  C2 1.546, H13 1.092, H14 1.081, H15 1.096
4 C -0.54462 0.17241 0.22939  C2 1.526, C5 1.519, H16 1.088, H17 1.080
5 C 0.18614 -0.99608 -0.40871  C4 1.519, N6 1.515, C7 1.561, H18 1.090
6 N 1.08706 -0.51925 -1.52978  C5 1.515, H19 1.024, H20 1.023, H21 1.020
7 C -0.79719 -2.03677 -1.03067  C5 1.561, O8 1.190, H22 1.107
8 O -1.95452 -1.97522 -0.75997  C7 1.190
9 H -1.24148 2.19398 1.77268  C1 1.072
10 H -0.96354 3.02873 0.33564  C1 1.083
11 H 0.09735 3.18454 1.78540  C1 1.089
12 H 0.93643 1.77313 -0.19325  C2 1.090
13 H 1.31158 -0.11223 2.03287  C3 1.092
14 H 1.55271 1.55732 2.47334  C3 1.081
15 H 2.43303 0.76967 1.11502  C3 1.096
16 H -1.38247 0.50625 -0.37999  C4 1.088
17 H -0.87804 -0.24902 1.16613  C4 1.080
18 H 0.83165 -1.55077 0.27248  C5 1.090
19 H 1.57182 0.31783 -1.19427  N6 1.024
20 H 0.53007 -0.22632 -2.33595  N6 1.023
21 H 1.81033 -1.16370 -1.84904  N6 1.020
22 H -0.32130 -2.78600 -1.69288  C7 1.107

So, what does the natural (NBO) scheme give us? The charges, in e, come out as: number 1, C, carries -0.61; number 2, C, carries -0.23; number 3, C, carries -0.62; number 4, C, carries -0.43; number 5, C, carries -0.14; number 6, N, carries -0.68; number 7, C, carries 0.41; number 8, O, carries -0.42; number 9, H, carries 0.22; number 10, H, carries 0.22; number 11, H, carries 0.23; number 12, H, carries 0.17; number 13, H, carries 0.20; number 14, H, carries 0.25; number 15, H, carries 0.20; number 16, H, carries 0.25; number 17, H, carries 0.26; number 18, H, carries 0.24; number 19, H, carries 0.45; number 20, H, carries 0.44; number 21, H, carries 0.45; number 22, H, carries 0.13

[4]
Computed, not measured: a 2-piece molecular cluster, C6H14NO overall in a non-equilibrium geometry, with ωB97M-V/def2-TZVPD.

Summary:
Maximum force, eV/Å: 3.71
Gap between HOMO and LUMO, eV: 10.4
Multiplicity: 1
Highest occupied orbital energy, eV: -13.143
Total charge: +1

Each atom is followed by the atoms it is bonded to, with distances in Å.
Atoms and positions in Å:
1 C -1.29166 -0.29127 -0.94792  C2 1.452, N7 1.434, H9 1.103, H10 1.053
2 C -1.77224 -0.36588 0.42073  C1 1.452, C3 1.458, N7 1.461, H14 1.056
3 C -3.18667 -0.64716 0.63365  C2 1.458, H11 1.098, H12 1.046, H13 1.049
4 C 1.50747 1.75276 0.40045  C6 1.311, H15 1.018, H16 1.121
5 C 3.43608 -1.22488 -0.17582  O8 1.457, H17 1.111, H18 1.055, H19 1.018
6 C 2.03742 0.71275 -0.19576  C4 1.311, O8 1.376, H20 1.052
7 N -1.30388 0.89670 -0.14488  C1 1.434, C2 1.461, H21 1.044, H22 0.988
8 O 2.47832 -0.37549 0.52075  C5 1.457, C6 1.376
9 H -0.27862 -0.65386 -1.18891  C1 1.103
10 H -1.86842 -0.40010 -1.82187  C1 1.053
11 H -3.23238 -1.74378 0.59475  C3 1.098
12 H -3.87059 -0.28267 -0.06930  C3 1.046
13 H -3.48529 -0.33634 1.59002  C3 1.049
14 H -1.13328 -0.70506 1.18938  C2 1.056
15 H 0.99374 2.51753 -0.03168  C4 1.018
16 H 1.49722 1.85974 1.51592  C4 1.121
17 H 4.41988 -0.74989 -0.37871  C5 1.111
18 H 3.10021 -1.62399 -1.09285  C5 1.055
19 H 3.57241 -2.04677 0.40996  C5 1.018
20 H 1.99954 0.58985 -1.23940  C6 1.052
21 H -0.28809 1.11759 -0.04340  N7 1.044
22 H -2.03814 1.55718 -0.13174  N7 0.988

So, what does the natural (NBO) scheme give us? The charges, in e, come out as: number 1, C, carries -0.23; number 2, C, carries -0.03; number 3, C, carries -0.64; number 4, C, carries -0.55; number 5, C, carries -0.25; number 6, C, carries 0.17; number 7, N, carries -0.55; number 8, O, carries -0.50; number 9, H, carries 0.24; number 10, H, carries 0.25; number 11, H, carries 0.26; number 12, H, carries 0.23; number 13, H, carries 0.24; number 14, H, carries 0.24; number 15, H, carries 0.21; number 16, H, carries 0.24; number 17, H, carries 0.20; number 18, H, carries 0.18; number 19, H, carries 0.21; number 20, H, carries 0.18; number 21, H, carries 0.47; number 22, H, carries 0.44

[5]
Computed, not measured: an isolated ion of composition C6H14NO and charge +1 in a non-equilibrium geometry, with ωB97M-V/def2-TZVPD.

Summary:
Maximum force, eV/Å: 4.85
Gap between HOMO and LUMO, eV: 9.5
Multiplicity: 1
Highest occupied orbital energy, eV: -12.878
Total charge: +1
SMILES string: C=C(C)C[C@H]([NH3+])CO

Each atom is followed by the atoms it is bonded to, with distances in Å.
Atoms and positions in Å:
1 C -0.90126 2.77282 0.47509  C2 1.346, H9 1.091, H10 1.089
2 C -0.50007 1.49148 0.56989  C1 1.346, C3 1.525, C4 1.496
3 C -0.18418 1.08574 2.00596  C2 1.525, H11 1.082, H12 1.092, H13 1.085
4 C -0.49874 0.57146 -0.60973  C2 1.496, C5 1.568, H14 1.097, H15 1.084
5 C 0.09525 -0.86538 -0.40280  C4 1.568, N6 1.473, C7 1.506, H16 1.117
6 N 1.53286 -0.59681 -0.23114  C5 1.473, H17 1.022, H18 1.033, H19 1.036
7 C -0.32550 -2.04050 -1.24468  C5 1.506, O8 1.408, H20 1.132, H21 1.075
8 O 0.74453 -2.95115 -1.15217  C7 1.408, H22 0.960
9 H -1.14050 3.21646 -0.49266  C1 1.091
10 H -1.14288 3.41320 1.32268  C1 1.089
11 H 0.53805 0.28085 2.05180  C3 1.082
12 H -1.08486 0.80251 2.55463  C3 1.092
13 H 0.15364 1.96527 2.54441  C3 1.085
14 H -1.50897 0.47498 -1.02732  C4 1.097
15 H 0.02354 1.03859 -1.43747  C4 1.084
16 H -0.45314 -1.07419 0.54746  C5 1.117
17 H 1.80683 -0.11852 0.62962  N6 1.022
18 H 2.18086 -1.40118 -0.26461  N6 1.033
19 H 1.86931 0.01686 -0.99514  N6 1.036
20 H -0.45876 -1.70294 -2.31676  C7 1.132
21 H -1.24355 -2.56179 -1.04346  C7 1.075
22 H 0.49756 -3.81778 -1.48361  O8 0.960

So, what does the natural (NBO) scheme give us? The charges, in e, come out as: number 1, C, carries -0.34; number 2, C, carries -0.05; number 3, C, carries -0.65; number 4, C, carries -0.45; number 5, C, carries -0.09; number 6, N, carries -0.67; number 7, C, carries -0.07; number 8, O, carries -0.74; number 9, H, carries 0.20; number 10, H, carries 0.22; number 11, H, carries 0.17; number 12, H, carries 0.24; number 13, H, carries 0.25; number 14, H, carries 0.26; number 15, H, carries 0.22; number 16, H, carries 0.25; number 17, H, carries 0.45; number 18, H, carries 0.47; number 19, H, carries 0.44; number 20, H, carries 0.17; number 21, H, carries 0.22; number 22, H, carries 0.51

[6]
Computed, not measured: an isolated ion of composition C6H14NO and charge +1, with ωB97M-V/def2-TZVPD.

Summary:
Maximum force, eV/Å: 0.85
Gap between HOMO and LUMO, eV: 9.0
Multiplicity: 1
Highest occupied orbital energy, eV: -12.865
Total charge: +1
SMILES string: [NH3+]CCCCCC=O

Each atom is followed by the atoms it is bonded to, with distances in Å.
Atoms and positions in Å:
1 N 1.09124 -0.23389 2.73259  C2 1.505, H9 1.020, H10 1.019, H11 1.022
2 C 0.95225 -0.78466 1.33889  N1 1.505, C3 1.520, H12 1.089, H13 1.081
3 C -0.51381 -0.93871 0.96972  C2 1.520, C4 1.546, H14 1.091, H15 1.084
4 C -1.26307 0.37286 0.64187  C3 1.546, C5 1.527, H16 1.079, H17 1.101
5 C -0.52441 1.35882 -0.26054  C4 1.527, C6 1.523, H18 1.096, H19 1.093
6 C -0.66049 1.07990 -1.75163  C5 1.523, C7 1.508, H20 1.091, H21 1.080
7 C -0.10561 -0.27061 -2.12717  C6 1.508, O8 1.200, H22 1.111
8 O 1.05130 -0.43994 -2.39622  C7 1.200
9 H 0.62146 0.67033 2.78495  N1 1.020
10 H 0.74603 -0.89932 3.42258  N1 1.019
11 H 2.07539 -0.04662 2.93649  N1 1.022
12 H 1.48058 -1.73704 1.32041  C2 1.089
13 H 1.49017 -0.13183 0.66636  C2 1.081
14 H -0.56174 -1.59270 0.09808  C3 1.091
15 H -1.03698 -1.44050 1.77628  C3 1.084
16 H -2.16934 0.07916 0.13422  C4 1.079
17 H -1.60106 0.86288 1.56825  C4 1.101
18 H 0.53535 1.47589 -0.00829  C5 1.096
19 H -0.88634 2.37752 -0.10108  C5 1.093
20 H -1.69244 1.12344 -2.10162  C6 1.091
21 H -0.03047 1.76272 -2.30215  C6 1.080
22 H -0.81996 -1.12107 -2.10928  C7 1.111

So, what does the natural (NBO) scheme give us? The charges, in e, come out as: number 1, N, carries -0.67; number 2, C, carries -0.23; number 3, C, carries -0.43; number 4, C, carries -0.42; number 5, C, carries -0.40; number 6, C, carries -0.51; number 7, C, carries 0.44; number 8, O, carries -0.51; number 9, H, carries 0.44; number 10, H, carries 0.45; number 11, H, carries 0.45; number 12, H, carries 0.24; number 13, H, carries 0.24; number 14, H, carries 0.25; number 15, H, carries 0.22; number 16, H, carries 0.24; number 17, H, carries 0.21; number 18, H, carries 0.19; number 19, H, carries 0.24; number 20, H, carries 0.23; number 21, H, carries 0.25; number 22, H, carries 0.11

Q: maximum force of number 4 (C6H14NO)?
A: 3.71 eV/Å

Q: Number 4 is which compound?
A: C6H14NO

Q: What is the total charge in the sixth record?
A: +1